[1]
A gas-phase ion, C9H20N3 (charge +1). Source: the OMol25 dataset; level of theory: ωB97M-V/def2-TZVPD.

## Properties
**SMILES**: CN[C@@H](C)[C@@]1(C)NC=[NH+]C1(C)C
**HOMO level**: -0.4481 Eh
**Energy relative to the best compared isomer or geometry (same formula, charge and spin)**: 26.3 kcal per mole
**Net charge**: +1
**LUMO level**: -3.0 eV
**Kohn-Sham gap**: 0.337 hartree

Geometry as XYZ:
```
32
Properties=species:S:1:pos:R:3:forces:R:3
C 0.99498 1.78140 -2.77991 -1.743 1.553 -0.214
N 0.32504 1.68753 -1.45731 -0.676 -1.962 -2.470
C 0.76524 0.63157 -0.56933 0.624 0.950 -0.363
C 1.90749 1.11088 0.33264 1.335 0.021 0.568
C -0.47690 0.20910 0.19062 0.026 -2.025 -0.656
C -0.91904 1.28946 1.12108 -2.428 -3.260 0.609
N -1.47162 -0.05572 -0.91366 0.237 -0.191 -0.194
C -2.07662 -1.18576 -0.73448 -1.270 1.110 1.684
N -1.78264 -1.70256 0.41771 0.788 -3.176 2.316
C -0.45414 -1.27630 0.87661 0.287 1.586 -2.097
C 0.65645 -2.25870 0.34885 0.970 -0.266 1.304
C -0.54364 -1.27305 2.35425 2.430 -2.592 -0.110
H 1.92034 2.23849 -2.55525 1.236 1.191 -0.565
H 1.33199 0.82711 -3.19958 -1.002 -0.067 -0.041
H 0.30033 2.47055 -3.50304 2.005 -1.954 1.553
H 0.21731 2.57448 -1.07240 0.145 1.560 0.913
H 1.04141 -0.16083 -1.25921 0.249 -0.370 0.259
H 1.78035 0.68659 1.38206 0.345 1.007 -1.123
H 1.94395 2.24885 0.24547 -0.159 -1.491 0.875
H 2.94698 0.79779 0.01104 -1.282 0.087 0.109
H -0.98680 2.13143 0.57326 -0.403 3.144 -1.504
H -0.15320 1.34915 1.81908 0.950 0.486 1.740
H -1.92965 1.04385 1.56739 1.227 0.459 -0.271
H -1.65669 0.60557 -1.65793 0.437 -0.094 0.017
H -2.92934 -1.54847 -1.20529 -1.162 -0.320 -1.574
H -2.21899 -2.45739 1.03799 0.402 1.209 -2.248
H 0.69635 -3.05663 1.15449 -0.023 0.384 -1.497
H 1.72209 -1.94139 0.22645 -0.785 0.832 1.078
H 0.61835 -2.62674 -0.67034 -1.317 -0.480 -0.076
H -0.68215 -2.37494 2.62015 0.038 1.379 0.103
H -1.39507 -0.72167 2.64697 -0.288 0.882 1.020
H 0.50782 -1.04368 2.65161 -1.195 0.405 0.854
```
Forces are in eV/Å.

Löwdin population analysis, charges in e, atoms 1 to 2: -0.0756 -0.1246



[2]
A molecular structure, C45H41Cl4Cu2N2O5. Source: the OMol25 dataset; level of theory: ωB97M-V/def2-TZVPD.

## Properties
**HOMO level**: -0.4969 Eh
**Net charge**: +3
**LUMO level**: -11.1 eV
**Kohn-Sham gap**: 0.090 hartree

Geometry as XYZ:
```
99
Properties=species:S:1:pos:R:3:forces:R:3
C 34.46417 -2.08195 -14.25817 -0.591 -0.597 1.196
N 33.77636 -3.22218 -14.88333 -0.934 -0.856 -0.851
C 34.19932 -4.49515 -14.69120 0.411 0.736 -0.016
C 33.60514 -5.55894 -15.34365 -0.436 0.482 1.006
C 32.38660 -5.33810 -15.98000 0.373 0.095 -1.553
C 31.89616 -4.03720 -16.14242 1.030 -0.196 0.731
C 32.66407 -3.01389 -15.60816 -1.173 0.280 0.333
C 31.69236 -6.49584 -16.61032 -0.243 -0.125 0.330
C 31.61039 -6.72950 -17.96994 -0.091 -0.068 -1.208
C 30.83874 -7.77886 -18.46006 -0.487 0.490 0.349
N 30.10978 -8.51539 -17.61480 0.740 -1.450 0.817
C 30.33710 -8.44278 -16.28804 -0.533 1.230 0.595
C 31.08157 -7.39708 -15.75629 -0.397 -0.456 -0.197
C 29.30650 -9.67740 -18.08670 -0.009 -0.171 -0.804
H 34.23167 -1.13517 -14.73841 0.528 -0.287 -0.685
H 35.50465 -2.37920 -14.16407 0.126 0.695 -0.131
H 34.01106 -1.99762 -13.26659 0.379 -0.046 0.225
H 34.99456 -4.56533 -13.96118 0.321 -0.372 -0.338
H 34.00376 -6.55389 -15.20606 0.061 -0.003 -0.058
H 30.95734 -3.81712 -16.62808 0.051 -0.003 -0.112
H 32.25360 -2.00707 -15.59165 0.403 -0.012 -0.386
H 32.10251 -6.10254 -18.70303 0.083 0.188 0.146
H 30.67922 -8.04782 -19.49490 0.292 0.424 -0.163
H 29.78649 -9.10953 -15.64013 0.013 -0.193 -0.155
H 31.13273 -7.20359 -14.69415 -0.058 -0.497 0.102
H 29.94281 -10.56116 -18.09587 -0.053 -0.022 0.372
H 28.99431 -9.54888 -19.12222 0.032 0.418 0.071
H 28.41033 -9.81144 -17.48725 0.206 0.073 0.207
Cu 29.17285 -1.07011 -13.51319 0.006 0.216 -1.683
Cu 31.24020 0.47072 -14.26558 -1.142 -0.413 -1.441
C 30.24820 -0.70723 -17.03218 0.889 -0.439 -1.336
O 29.75716 -0.64167 -15.73712 0.380 0.679 3.407
H 30.92600 0.09948 -17.32783 -0.151 0.285 0.223
H 30.79547 -1.62155 -17.30165 0.098 -0.228 0.477
H 29.44782 -0.71887 -17.78009 -0.460 0.331 0.413
Cl 24.79596 -0.47379 -16.60007 -0.720 -0.425 -0.688
C 26.40509 0.13091 -16.29082 0.088 0.495 0.521
C 26.30364 0.83661 -14.92021 0.473 -1.228 -0.003
Cl 25.47425 2.37107 -15.03039 0.178 0.305 0.095
H 26.71999 0.81794 -17.07432 -0.231 0.091 0.073
H 27.08084 -0.72334 -16.35229 0.128 0.059 0.544
H 27.27849 0.91570 -14.42036 0.391 0.561 -0.267
H 25.73965 0.21057 -14.22831 -0.244 -0.038 -0.206
Cl 29.94408 5.52041 -15.59287 0.091 -0.652 0.130
C 29.51938 3.88217 -15.03431 -0.908 -0.291 -1.423
C 29.44660 2.79987 -16.15482 -0.098 0.775 0.872
Cl 28.19403 3.03128 -17.41146 0.745 0.222 0.349
H 28.51463 3.93458 -14.61823 0.172 0.142 0.400
H 30.25290 3.51090 -14.31583 0.034 0.277 0.216
H 29.12649 1.90310 -15.61748 0.261 -0.290 -0.145
H 30.44319 2.69588 -16.58378 -0.164 -0.147 -0.414
C 27.13462 -1.78195 -19.57069 1.244 -0.505 -0.979
C 28.24486 -1.43434 -20.33887 -0.092 -0.025 0.224
C 28.15172 -1.17486 -21.69494 0.661 0.350 0.838
C 26.92793 -1.19896 -22.33806 -0.322 -0.578 1.288
C 25.78890 -1.63303 -21.59177 1.378 1.658 -0.146
C 25.92875 -1.90797 -20.22065 -0.943 0.097 -0.051
C 24.44564 -1.49036 -22.22308 -0.019 -1.633 0.140
O 23.45891 -1.79920 -21.58076 0.156 0.580 -0.376
C 24.42606 -1.19234 -23.68542 -0.866 0.010 0.056
C 23.18742 -1.32849 -24.32739 0.615 0.139 -0.330
C 23.07899 -1.04644 -25.69002 0.284 1.161 0.265
C 24.17285 -0.48817 -26.36888 0.367 -0.716 0.581
C 25.41644 -0.42415 -25.73096 -0.259 0.305 -0.512
C 25.55833 -0.79139 -24.40939 0.033 0.129 0.600
C 26.89964 -0.72580 -23.74402 -0.546 -0.554 -0.908
O 27.92213 -0.41269 -24.31955 -0.451 0.097 0.255
H 27.35509 -2.10239 -18.56027 -0.671 0.251 0.293
H 29.20587 -1.32353 -19.85034 0.143 -0.109 -0.097
H 29.07411 -0.86276 -22.16418 -0.267 0.024 -0.561
H 25.04701 -2.13044 -19.63410 -0.177 -0.161 -0.242
H 22.33530 -1.61978 -23.73059 -0.045 -0.086 -0.072
H 22.10907 -1.03835 -26.16722 -0.014 -0.326 -0.055
H 24.09800 -0.14567 -27.39071 -0.158 -0.057 -0.033
H 26.29002 -0.03270 -26.23479 -0.020 -0.053 -0.138
C 35.45144 0.17208 -17.33372 0.788 0.333 0.714
C 34.22663 -0.09032 -17.91211 -1.001 -0.192 0.990
C 33.79887 -1.40398 -18.10956 0.950 0.682 -0.581
C 34.75200 -2.41767 -18.00815 -0.080 0.045 -0.011
C 36.06332 -2.11457 -17.54121 -0.444 -0.083 0.330
C 36.35946 -0.84400 -17.06238 -0.500 -0.236 -0.852
C 37.13351 -3.15420 -17.36935 -0.956 0.124 0.687
O 38.20615 -2.89279 -16.88610 0.076 0.099 -0.240
C 36.68706 -4.52772 -17.62767 -0.889 -1.333 -0.337
C 37.52695 -5.58272 -17.33385 1.694 0.141 0.364
C 37.25322 -6.89541 -17.60863 -0.549 -0.259 -0.427
C 36.07526 -7.18998 -18.26756 -0.597 -0.064 0.141
C 35.11419 -6.19460 -18.50051 1.179 -0.088 0.787
C 35.40400 -4.85739 -18.13121 -0.615 -0.300 -0.794
C 34.34790 -3.80481 -18.39528 1.748 -0.443 -0.095
O 33.29093 -4.08613 -18.92119 -0.372 0.175 0.425
H 35.73992 1.16411 -17.01004 -0.239 0.192 -0.254
H 33.49496 0.70255 -18.00273 0.159 0.174 -0.341
H 32.79172 -1.55760 -18.47034 0.066 -0.422 -0.066
H 37.29638 -0.68750 -16.54668 0.102 0.156 -0.189
H 38.52376 -5.42833 -16.93795 -0.113 0.626 0.140
H 37.97135 -7.66365 -17.36007 0.002 -0.025 -0.069
H 35.89191 -8.21672 -18.55626 -0.182 0.024 -0.097
H 34.18690 -6.55305 -18.92028 -0.116 0.633 -0.205
```
Forces are in eV/Å.

Löwdin population analysis, charges in e, atoms 1 to 2: 0.0498 -0.0630



[3]
A molecular structure, C38H46IrOP2Si. Source: the OMol25 dataset; level of theory: ωB97M-V/def2-TZVPD.

## Properties
**HOMO level (spin up / spin down)**: -0.3505 / -0.4987 Eh
**Energy relative to the best compared isomer or geometry (same formula, charge and spin)**: 71.0 kcal per mole
**Net charge**: +2
**LUMO level (spin up / spin down)**: -4.7 / -10.1 eV
**⟨S²⟩**: 8.773
**Kohn-Sham gap (spin up / spin down)**: 0.176 / 0.126 hartree
**Spin multiplicity**: 6

Geometry as XYZ:
```
89
Properties=species:S:1:pos:R:3:forces:R:3
Ir 2.11492 -0.16593 0.71479 3.951 -2.482 0.676
C -5.22234 -1.16254 -2.19379 -1.156 -0.685 1.355
C -4.35374 -0.57071 -3.02974 1.027 1.070 -1.259
C -4.42618 0.83279 -3.55016 -0.313 0.070 0.261
C -5.29254 1.82109 -2.73895 0.504 0.673 -0.190
C -4.85208 1.99587 -1.31280 0.591 0.847 -1.591
C -5.20654 1.27943 -0.23872 -0.740 -1.134 1.421
C -6.16253 0.12634 -0.20027 -0.026 0.031 -0.406
C -6.44351 -0.58127 -1.54428 -0.131 -0.818 0.342
C 2.94789 0.72467 2.48852 -0.931 0.298 1.278
H -5.10236 -2.22791 -1.95422 0.316 0.436 -0.240
H -3.54654 -1.16750 -3.47393 -0.394 0.042 0.228
H -4.80089 0.83494 -4.58760 0.313 -0.259 0.111
H -3.40455 1.23909 -3.59780 -0.186 -0.078 -0.033
H -5.14648 2.80381 -3.21036 -0.184 -0.300 0.016
H -6.35421 1.58246 -2.85342 0.175 0.055 0.149
H -4.20431 2.87707 -1.19256 -0.184 -0.504 0.299
H -4.86446 1.58482 0.75930 -0.050 0.094 -0.478
H -7.13034 0.45422 0.21228 0.320 0.084 0.196
H -5.77381 -0.62531 0.50194 -0.088 0.144 -0.096
H -7.07839 -1.44485 -1.29787 0.018 0.350 -0.102
H -7.03900 0.06195 -2.19945 0.196 -0.132 0.021
H 3.03312 -0.21323 3.07577 -0.126 0.498 -0.114
H 2.26221 1.42400 3.01396 0.879 -0.178 -0.560
H 3.95689 1.09844 2.29778 -0.473 0.339 -0.102
P 0.76096 -0.94861 -1.00972 -3.104 -0.634 -2.854
P 0.37894 1.13721 1.00459 -4.857 3.912 -0.162
C -0.64924 0.10293 -1.21492 0.522 -2.843 -2.225
C -0.79087 1.10468 -0.32896 0.047 2.891 2.512
C 1.48963 -0.95579 -2.69862 0.694 -0.342 0.634
C 0.71324 -0.70946 -3.83556 0.205 0.168 -0.219
C 1.30853 -0.70829 -5.09505 0.105 -0.119 0.183
C 2.66881 -0.98251 -5.23138 0.334 -0.077 0.418
C 3.43277 -1.27110 -4.09144 -0.297 0.098 -0.123
C 2.84717 -1.26184 -2.82255 -0.161 0.191 -0.615
C 0.03642 -2.64879 -0.86652 0.314 0.011 0.359
C -0.53372 -3.02729 0.35621 0.099 -0.403 -0.075
C -1.09028 -4.30101 0.50741 -0.020 0.094 -0.170
C -1.11979 -5.19951 -0.56707 0.218 0.374 -0.020
C -0.60787 -4.79433 -1.80429 -0.250 0.099 0.414
C -0.05395 -3.52133 -1.95855 0.153 -0.237 0.134
C 0.80891 2.93306 1.18970 0.137 -0.428 0.178
C 1.74299 3.47471 0.30215 0.157 0.262 0.243
C 2.11727 4.81572 0.41144 -0.110 0.030 0.054
C 1.54317 5.63607 1.39189 -0.111 -0.391 0.048
C 0.57731 5.09937 2.25265 0.210 -0.119 -0.475
C 0.20118 3.75525 2.14166 0.282 0.311 0.068
C -0.72404 0.83641 2.47116 0.724 -0.228 0.432
C -0.16282 0.36425 3.65507 -0.634 -0.147 0.501
C -0.96815 0.13885 4.78154 -0.183 0.106 -0.394
C -2.34494 0.38048 4.72343 0.335 -0.145 0.101
C -2.90439 0.88176 3.54543 0.398 0.012 -0.097
C -2.10000 1.12664 2.42951 0.093 -0.272 0.211
H -1.35154 -0.10226 -2.04718 0.570 0.074 0.747
H -1.59107 1.87213 -0.34412 0.802 -0.494 -0.083
H -0.35080 -0.50953 -3.76902 0.207 0.048 0.105
H 0.71251 -0.49084 -5.97579 0.032 -0.062 0.119
H 3.14471 -0.96965 -6.21658 -0.216 -0.023 0.397
H 4.48481 -1.49639 -4.18835 0.053 -0.004 -0.050
H 3.43451 -1.47945 -1.93327 0.041 -0.028 -0.162
H -0.53760 -2.32254 1.18785 0.022 -0.184 -0.011
H -1.50079 -4.60846 1.46546 0.064 0.125 -0.113
H -1.53360 -6.20348 -0.43660 0.163 0.401 -0.056
H -0.64056 -5.48245 -2.64235 0.019 0.153 0.013
H 0.30481 -3.22855 -2.93696 0.183 -0.016 0.087
H 2.17944 2.83814 -0.46618 0.022 0.168 0.011
H 2.85860 5.23469 -0.26640 -0.158 -0.143 0.105
H 1.84648 6.68436 1.48507 -0.132 -0.468 -0.058
H 0.12059 5.73074 3.00606 -0.019 -0.085 -0.057
H -0.56608 3.36901 2.80022 0.118 -0.051 0.076
H 0.90099 0.16866 3.71973 -0.222 -0.076 0.089
H -0.50987 -0.23302 5.68901 -0.089 -0.001 0.009
H -2.97238 0.16873 5.59783 0.279 0.157 -0.426
H -3.97268 1.08257 3.49478 0.204 0.023 0.035
H -2.55926 1.54138 1.53858 0.189 -0.152 0.010
C 5.89849 -2.83717 1.72502 -0.675 -0.054 -0.676
Si 5.30201 -1.03818 1.70012 4.480 -0.712 2.311
C 5.70559 -0.52295 3.56486 -1.103 0.193 -0.026
C 6.63526 0.04838 0.84068 -0.713 0.122 -0.956
O 3.83413 -1.08528 0.95914 -1.728 0.827 -1.120
H 6.92883 -3.01725 2.05267 -0.199 0.446 -0.024
H 5.80315 -3.22214 0.70145 0.107 -0.154 0.143
H 5.24667 -3.45836 2.35236 0.053 0.140 -0.069
H 6.76076 -0.75305 3.79363 -0.330 -0.138 -0.626
H 5.58510 0.54430 3.80826 -0.037 -0.278 -0.182
H 5.11845 -1.08177 4.31080 0.068 0.109 -0.229
H 6.62952 -0.15486 -0.23898 0.071 0.104 0.106
H 6.50413 1.13379 0.95545 -0.222 -0.258 0.065
H 7.65924 -0.15854 1.18509 -0.515 -0.344 0.250
```
Forces are in eV/Å.

Löwdin population analysis, charges in e, atoms 1 to 2: 1.1818 0.0110



[4]
A single C6H10O3 molecule. Source: the OMol25 dataset; level of theory: ωB97M-V/def2-TZVPD.

## Properties
**SMILES**: CC(C)[C@@H](O)C(O)=C=O
**HOMO level**: -0.3129 Eh
**Energy relative to the best compared isomer or geometry (same formula, charge and spin)**: 47.5 kcal per mole
**LUMO level**: 0.3 eV
**Kohn-Sham gap**: 0.322 hartree

Geometry as XYZ:
```
19
Properties=species:S:1:pos:R:3:forces:R:3
C -1.17623 0.81876 1.39851 0.107 -0.088 0.218
C -0.79198 0.25334 0.02909 0.675 0.587 0.134
C -1.40592 1.09644 -1.09227 0.133 -0.039 -0.163
C 0.80945 0.17537 -0.15240 -0.873 0.096 -0.232
O 1.51611 0.81431 0.90110 0.127 -0.250 0.274
C 1.31812 -1.22173 -0.31061 -0.341 -0.072 -0.055
O 2.70032 -1.37996 -0.35644 0.319 -0.408 -0.153
C 0.54813 -2.26883 -0.45108 -0.673 -0.942 0.434
O -0.07468 -3.26494 -0.45991 0.232 0.595 -0.255
H -0.87224 0.13210 2.19525 0.048 0.211 -0.052
H -2.26232 0.94308 1.47360 0.129 -0.080 -0.139
H -0.71805 1.79522 1.58497 0.002 -0.197 -0.053
H -1.28534 -0.72139 -0.04408 0.494 -0.228 0.004
H -1.26004 0.60385 -2.05995 -0.007 0.139 0.055
H -2.48324 1.22549 -0.94189 0.157 -0.072 0.013
H -0.95417 2.09216 -1.14376 -0.015 -0.086 0.050
H 1.04738 0.73920 -1.06098 -0.045 -0.089 -0.187
H 2.43896 0.50177 0.85629 -0.511 0.203 0.026
H 2.90573 -2.33427 -0.36543 0.042 0.721 0.081
```
Forces are in eV/Å.

Löwdin population analysis, charges in e, atoms 1 to 2: -0.0758 -0.3407



no.,electronic energy (eV),molecular weight (g mol⁻¹),largest force on an atom (eV Å⁻¹)
1,-14119.78298,170.3,4.11
2,-199887.11491,958.7,3.49
3,-71471.93419,801.0,6.24
4,-12524.71441,130.1,1.24